1.
{"formula": "C19H28IO2P2Pt", "method": "ωB97M-V/def2-TZVPD", "spin_multiplicity": 5, "s_squared": 6.0538, "charge": 3, "e_lumo_ev": [-9.764, -13.462], "de_lowest_kj_mol": 46.2, "homo_lumo_gap_ev": [7.0, 5.3], "mol_weight_g_mol": 672.4, "species": ["C", "C", "H", "H", "H", "O", "I", "Pt", "P", "C", "C", "H", "H", "H", "H", "H", "H", "C", "H", "H", "H", "P", "C", "C", "H", "H", "H", "C", "H", "H", "H", "H", "H", "H", "C", "O", "C", "C", "C", "C", "C", "C", "C", "C", "C", "C", "H", "H", "H", "H", "H", "H", "H"], "coordinates": [[0.134500, 0.516635, -3.408187], [0.115937, 1.203070, -2.080746], [-0.079946, 1.322819, -4.130202], [-0.640362, -0.273954, -3.450669], [1.112632, 0.058604, -3.669688], [0.160288, 2.376024, -1.823358], [0.248672, -2.892427, 0.793923], [0.202186, -0.449688, -0.680621], [2.470800, -0.305620, -0.877957], [3.281005, 1.203720, -0.269592], [3.361021, -1.663774, -0.063793], [4.423185, -1.540787, -0.324283], [4.294657, -0.370913, -2.384162], [2.955508, -2.627709, -0.415639], [2.877171, -1.184454, -3.105692], [3.056297, 1.483961, 0.760532], [3.259750, -1.605095, 1.031781], [3.199050, -0.297270, -2.534573], [4.361625, 1.017746, -0.343745], [2.977491, 0.649426, -3.064220], [2.981265, 2.046178, -0.908423], [-2.222983, -0.230861, -0.828945], [-2.994465, 1.248612, -0.078377], [-2.993590, -0.076618, -2.471857], [-2.906004, -2.530739, -0.888623], [-4.141677, -1.503735, -0.141560], [-2.656196, -1.996408, 0.805466], [-3.068594, -1.714635, -0.174767], [-2.818173, -0.974684, -3.075616], [-4.092432, 0.011241, -2.307796], [-4.078756, 1.104179, -0.131985], [-2.716448, 2.102909, -0.705072], [-2.604826, 0.775257, -3.013842], [-2.678365, 1.426276, 0.950039], [0.158978, 0.697434, 1.011453], [0.371360, 1.801541, 1.434637], [2.836986, -1.072908, 4.987995], [3.155914, -0.648638, 3.675815], [2.138127, -0.266864, 2.815607], [0.786294, -0.495016, 3.157671], [-0.302161, -0.170402, 2.292105], [-1.615894, -0.320886, 2.638411], [-1.935428, -0.757295, 3.957482], [-0.913621, -0.981053, 4.864171], [0.466991, -0.864099, 4.491052], [1.517879, -1.132366, 5.396274], [3.629930, -1.332587, 5.706580], [4.220481, -0.524379, 3.393131], [2.370938, 0.169468, 1.839547], [-2.395056, -0.077446, 1.905402], [-2.992722, -0.802309, 4.285739], [-1.130997, -1.136070, 5.930782], [1.192576, -1.381810, 6.424994]], "forces_ev_per_a": [[-0.442, -0.183, -1.524], [0.888, 2.554, 0.465], [0.005, -0.361, -0.043], [0.570, 0.519, -0.036], [-0.699, 0.400, 0.492], [-0.325, -3.657, -0.180], [-0.076, 0.332, -0.444], [-1.236, 0.827, -0.870], [1.959, -0.335, -0.061], [-0.273, 0.254, 0.230], [0.043, -0.059, 0.061], [-0.288, -0.277, 0.086], [-0.524, 0.106, -0.171], [0.498, 0.382, 0.124], [0.138, 0.431, 0.032], [-0.008, 0.035, -0.175], [0.043, -0.177, -0.514], [0.153, -0.287, -0.404], [-0.254, 0.194, -0.115], [0.196, -0.575, 0.203], [0.249, -0.166, 0.154], [-1.003, -0.652, -0.323], [0.511, -0.151, 0.047], [-0.236, -0.684, -0.016], [0.022, 0.079, 0.177], [0.099, -0.117, 0.205], [-0.456, 0.003, -0.380], [0.272, 0.221, 0.007], [-0.043, 0.110, 0.101], [0.756, 0.093, -0.181], [0.156, 0.066, 0.077], [-0.083, -0.004, 0.220], [-0.199, 0.319, -0.085], [-0.175, 0.309, -0.262], [-0.695, 1.335, 3.926], [0.001, -0.844, -1.745], [1.455, 0.096, -0.621], [0.764, 0.079, 1.358], [-0.214, -0.347, -0.557], [-0.662, 0.478, 0.355], [1.795, 0.547, -0.421], [-1.284, -0.603, 1.124], [-0.806, 0.691, -1.318], [1.382, 0.282, 0.926], [-0.780, -0.525, -0.391], [-1.706, -0.091, 0.740], [-0.364, 0.189, -0.501], [-0.836, -0.148, 0.181], [-0.042, -0.278, 0.654], [0.327, -0.208, 0.833], [0.805, -0.087, -0.301], [-0.059, -0.200, -0.564], [0.682, 0.088, -0.579]]}

=====

2.
{"formula": "C19H28MoN4O2S4", "method": "ωB97M-V/def2-TZVPD", "spin_multiplicity": 3, "s_squared": 2.0140, "charge": 2, "e_lumo_ev": [-7.443, -7.515], "homo_lumo_gap_ev": [5.6, 5.5], "mol_weight_g_mol": 568.7, "species": ["Mo", "C", "N", "C", "C", "N", "H", "H", "H", "H", "H", "H", "S", "C", "S", "C", "N", "N", "C", "C", "C", "C", "C", "C", "S", "H", "H", "H", "H", "H", "O", "S", "C", "C", "C", "C", "H", "H", "H", "H", "H", "H", "H", "H", "C", "C", "C", "C", "O", "H", "H", "H", "H", "H", "H", "H", "H", "H"], "coordinates": [[-0.518344, 0.936867, -0.277555], [3.895823, -2.047958, 0.344322], [3.597561, -0.618706, 0.553353], [4.723645, 0.318176, 0.722982], [2.386992, -0.200049, 0.597028], [1.284765, 0.184430, 0.636972], [4.425487, -2.164644, -0.599213], [2.969566, -2.615189, 0.319192], [4.514582, -2.402091, 1.166455], [5.393728, 0.217797, -0.128450], [5.253265, 0.079390, 1.643417], [4.347775, 1.336391, 0.772551], [-6.777090, 1.950739, 0.123686], [-5.487024, 1.098026, -0.402762], [-4.266979, 1.879538, -1.420140], [-3.322969, 0.428626, -1.372767], [-3.854555, -0.535101, -0.719223], [-5.065105, -0.193568, -0.192156], [-5.709908, -1.237194, 0.574283], [-6.743503, -0.968447, 1.466330], [-7.303871, -2.014041, 2.189578], [-6.849334, -3.311215, 2.034260], [-5.817702, -3.567604, 1.142119], [-5.243390, -2.542401, 0.411713], [-1.725508, 0.274319, -2.104638], [-7.122372, 0.029671, 1.597865], [-8.113516, -1.797889, 2.873345], [-7.299867, -4.119171, 2.594141], [-5.461444, -4.578797, 0.998911], [-4.455573, -2.762873, -0.290319], [-1.538208, -0.104432, 1.063213], [-2.608674, -0.485997, 2.121209], [-1.725972, -0.294250, 3.680916], [-1.699120, 1.200183, 3.958909], [-3.127577, 1.670004, 3.702735], [-3.594841, 1.017732, 2.396955], [-0.771011, -0.808873, 3.591072], [-2.346395, -0.830499, 4.405762], [-0.994188, 1.693022, 3.282625], [-1.369611, 1.401830, 4.976991], [-3.213319, 2.752885, 3.630675], [-3.774299, 1.348310, 4.519679], [-3.405368, 1.638401, 1.516505], [-4.641317, 0.713460, 2.385281], [-0.768445, 4.303899, 1.272598], [-0.186544, 4.139430, -0.115414], [-1.032007, 4.770845, -1.201286], [1.279029, 4.511101, -0.204416], [-0.214710, 2.667742, -0.399553], [-0.748771, 5.360719, 1.539580], [-0.180768, 3.760622, 2.014178], [-1.807920, 3.971493, 1.303611], [-1.098065, 5.842869, -1.010518], [-2.044819, 4.369091, -1.193552], [-0.587885, 4.627180, -2.184769], [1.375353, 5.583655, -0.030470], [1.680204, 4.293503, -1.192734], [1.863149, 3.994364, 0.557232]], "forces_ev_per_a": [[0.282, 0.499, 0.579], [-0.014, -0.060, 0.059], [-0.062, 0.040, 0.098], [0.028, 0.040, -0.017], [0.059, -0.008, -0.176], [-0.404, -0.147, -0.283], [0.005, 0.003, 0.006], [0.004, -0.002, -0.014], [0.005, 0.004, -0.006], [-0.004, 0.002, -0.001], [-0.001, -0.017, -0.008], [0.007, 0.000, -0.005], [0.075, -0.105, -0.076], [-0.025, 0.356, -0.071], [-0.016, -0.137, 0.070], [-0.225, -0.021, 0.043], [0.050, -0.031, -0.010], [-0.002, -0.072, 0.071], [-0.033, -0.047, 0.006], [0.108, 0.022, 0.017], [-0.005, -0.016, 0.024], [-0.020, -0.001, 0.024], [0.028, -0.010, -0.019], [-0.092, -0.001, -0.025], [0.115, -0.042, -0.055], [-0.016, -0.002, -0.028], [-0.003, -0.005, 0.001], [-0.002, 0.001, -0.002], [-0.003, -0.003, -0.003], [0.014, 0.031, -0.028], [0.551, 0.247, -0.079], [-0.233, -0.206, 0.131], [-0.074, -0.043, -0.036], [0.077, 0.043, -0.013], [-0.038, -0.049, 0.036], [0.044, 0.051, -0.155], [0.017, 0.030, -0.010], [0.018, -0.006, 0.011], [-0.011, -0.004, 0.014], [-0.021, -0.004, 0.007], [0.028, 0.008, 0.005], [0.008, 0.009, 0.007], [-0.043, -0.034, -0.017], [-0.015, 0.043, 0.004], [0.003, 0.104, -0.003], [-0.046, -0.093, -0.094], [0.012, 0.126, 0.084], [-0.045, 0.157, 0.080], [-0.078, -0.510, -0.091], [-0.016, -0.010, 0.017], [0.018, -0.005, -0.012], [-0.006, -0.011, -0.020], [0.016, -0.003, -0.025], [-0.014, -0.024, 0.004], [-0.004, -0.038, 0.000], [0.010, -0.009, -0.007], [-0.010, -0.024, -0.006], [-0.001, -0.018, -0.005]]}